{
  "formula": "C33H86ClN6O15V",
  "method": "ωB97M-V with the def2-TZVPD basis set",
  "species": ["O", "V", "Cl", "O", "O", "O", "O", "C", "C", "C", "O", "H", "H", "H", "H", "H", "H", "H", "H", "C", "O", "C", "C", "N", "C", "C", "O", "C", "H", "H", "H", "H", "H", "H", "H", "H", "H", "H", "H", "H", "H", "H", "H", "C", "O", "C", "C", "N", "C", "C", "O", "C", "H", "H", "H", "H", "H", "H", "H", "H", "H", "H", "H", "H", "H", "H", "H", "C", "O", "C", "C", "N", "C", "C", "O", "C", "H", "H", "H", "H", "H", "H", "H", "H", "H", "H", "H", "H", "H", "H", "H", "C", "C", "C", "O", "C", "N", "H", "H", "H", "H", "H", "H", "H", "H", "H", "H", "H", "C", "C", "C", "O", "C", "N", "H", "H", "H", "H", "H", "H", "H", "H", "H", "H", "H", "C", "C", "C", "O", "C", "N", "H", "H", "H", "H", "H", "H", "H", "H", "H", "H", "H"],
  "positions_angstrom": [[-5.86154, 24.85393, 16.42518], [-5.83796, 23.96056, 17.77688], [-7.98756, 21.24494, 15.86714], [-8.67088, 21.92995, 14.76542], [-7.05371, 22.15856, 16.37140], [-8.89802, 21.01524, 16.92206], [-7.34360, 20.10033, 15.35652], [-7.81246, 27.69099, 12.69252], [-7.74124, 28.12702, 14.15493], [-8.71625, 29.24231, 14.48113], [-8.20671, 27.04112, 14.96853], [-8.81406, 27.33403, 12.45274], [-7.14314, 26.85930, 12.47252], [-7.54299, 28.51897, 12.03684], [-6.70470, 28.32253, 14.42964], [-8.50522, 29.84225, 15.36636], [-9.73540, 28.86914, 14.58205], [-8.71979, 30.03697, 13.73506], [-8.86752, 26.51596, 14.51122], [-6.93608, 27.59487, 18.19567], [-6.18589, 26.46274, 18.67655], [-5.02081, 26.84143, 19.43498], [-4.13319, 25.66883, 19.79304], [-3.92098, 24.87180, 18.56948], [-3.22185, 23.63067, 18.85407], [-2.80909, 22.99192, 17.54663], [-3.91181, 22.81033, 16.68672], [-3.62412, 22.37076, 15.37380], [-7.77467, 27.13795, 17.67023], [-6.27906, 28.03380, 17.44483], [-7.19364, 28.30543, 18.98109], [-5.19147, 27.37070, 20.37245], [-4.41957, 27.56259, 18.88132], [-4.61357, 25.18869, 20.64557], [-3.14847, 25.99588, 20.12688], [-3.35631, 25.47467, 17.98828], [-3.69431, 22.92055, 19.53275], [-2.28506, 23.91077, 19.33581], [-2.30392, 22.02717, 17.59316], [-2.23152, 23.65114, 16.89861], [-2.95724, 23.11291, 14.93496], [-4.52176, 22.32250, 14.75735], [-3.07939, 21.43034, 15.45737], [-8.94306, 24.86978, 16.99261], [-7.87597, 24.61267, 17.96508], [-8.46992, 24.64340, 19.25698], [-7.35044, 24.36903, 20.27928], [-6.41292, 23.35116, 19.76762], [-7.06738, 22.02990, 19.84651], [-6.04536, 20.87904, 19.69421], [-5.09417, 21.10159, 18.70826], [-4.53843, 19.90913, 18.19480], [-8.56068, 24.99387, 15.97945], [-9.54421, 25.75071, 17.21773], [-9.65783, 24.04713, 16.97134], [-9.28337, 23.92668, 19.36981], [-8.86860, 25.64711, 19.40437], [-7.78248, 24.20950, 21.26720], [-6.71962, 25.24568, 20.42650], [-5.67574, 23.29334, 20.45560], [-7.82563, 21.96527, 19.06613], [-7.65548, 21.86523, 20.74936], [-6.60701, 19.96720, 19.49123], [-5.47909, 20.62708, 20.59084], [-3.74006, 20.09001, 17.47508], [-5.28536, 19.35374, 17.62757], [-4.10312, 19.27364, 18.96601], [-6.45397, 27.00626, 23.36457], [-6.25862, 25.76592, 22.68621], [-6.16997, 24.77807, 23.67227], [-5.78042, 23.41430, 23.04435], [-4.56744, 23.38770, 22.17671], [-3.38722, 24.02238, 22.75700], [-2.95370, 23.36283, 24.07855], [-2.77806, 21.97524, 23.84323], [-2.43061, 21.26912, 25.08702], [-5.60117, 27.34180, 23.95470], [-7.35825, 26.90058, 23.96391], [-6.64581, 27.85849, 22.71264], [-7.04752, 24.63325, 24.30238], [-5.43995, 25.01704, 24.44563], [-6.65424, 23.08416, 22.48261], [-5.67963, 22.61653, 23.78023], [-4.43439, 22.40972, 22.39106], [-3.52228, 25.10258, 22.70182], [-2.49129, 23.88587, 22.15139], [-3.72587, 23.57791, 24.81720], [-2.04368, 23.77234, 24.51702], [-3.28976, 21.32797, 25.75521], [-1.56915, 21.80587, 25.48438], [-2.23454, 20.20484, 24.95686], [-4.08921, 27.10098, 14.53077], [-2.88865, 26.21891, 15.00782], [-1.57444, 26.47243, 14.24092], [-0.48173, 25.74482, 14.79012], [0.63791, 25.73984, 14.02882], [-2.76472, 26.44070, 16.39727], [-3.73347, 28.05430, 14.13993], [-4.76765, 27.23645, 15.37307], [-4.67865, 26.64706, 13.73415], [-3.06201, 25.14694, 14.91328], [-1.33657, 27.52593, 14.38801], [-1.67394, 26.30472, 13.16850], [0.68229, 24.84258, 13.41153], [1.49079, 25.64964, 14.70156], [0.69949, 26.64339, 13.42225], [-2.69044, 27.43956, 16.52718], [-1.83353, 26.09243, 16.57532], [-11.57403, 26.48701, 12.83989], [-11.20203, 25.26257, 13.68562], [-12.04267, 23.98724, 13.40664], [-13.36824, 24.06349, 13.94835], [-14.05838, 22.84877, 13.99688], [-9.76953, 25.03004, 13.47104], [-11.24244, 26.37514, 11.80759], [-11.16210, 27.42233, 13.21881], [-12.65672, 26.60029, 12.89487], [-11.28424, 25.61626, 14.71336], [-11.57687, 23.10583, 13.84739], [-12.13417, 23.81249, 12.33464], [-15.08583, 22.96059, 14.34321], [-13.59670, 22.11279, 14.65511], [-14.18823, 22.45269, 12.98972], [-9.49079, 24.98477, 12.50131], [-9.54470, 24.14526, 13.90315], [-5.18418, 23.04925, 11.88307], [-6.39284, 23.98747, 12.02323], [-7.61591, 23.41947, 11.29364], [-8.63497, 24.33998, 11.18980], [-9.70508, 23.86547, 10.39103], [-6.70855, 24.02213, 13.46037], [-5.50496, 22.02271, 12.06031], [-4.38834, 23.25891, 12.59776], [-4.91811, 23.03572, 10.82613], [-6.26218, 25.03197, 11.74028], [-8.08333, 22.57250, 11.79590], [-7.26834, 23.07244, 10.32057], [-10.35992, 23.21570, 10.97162], [-9.35742, 23.42545, 9.45635], [-10.25749, 24.76472, 10.11843], [-7.53841, 24.58171, 13.59561], [-6.97662, 23.11765, 13.82112]],
  "gap_ha": [0.265, 0.291],
  "spin_multiplicity": 2,
  "s2": 0.8383,
  "e_tot_ev": -113460.1925,
  "e_homo_ev": [-10.22, -10.23],
  "charge": 1
}